1.
This record from OMol25 describes a structure of composition C35H30BrGaN9SSe2. The level of theory is ωB97M-V/def2-TZVPD.

Structure (XYZ):
```
79
Properties=species:S:1:pos:R:3:forces:R:3
Ga 0.11775 0.32266 -0.42666 0.1 0.0 0.1
N 1.49985 0.24851 3.50791 -0.1 0.0 0.0
C 0.47870 0.36990 4.49825 0.1 0.0 0.0
C 0.83945 0.44525 5.82981 0.0 0.0 0.0
C -0.14344 0.57099 6.80316 0.0 0.0 0.0
C -1.47698 0.63371 6.43680 0.0 0.0 0.0
C -1.83348 0.57447 5.09420 0.0 0.0 0.0
C -0.85279 0.43482 4.12850 0.0 0.1 0.0
S -1.35699 0.32530 2.43279 0.0 0.0 0.1
N 0.14937 0.44774 1.61117 0.0 0.1 0.0
C 1.30870 0.36340 2.19725 0.1 0.0 0.0
C 2.50799 0.45199 1.30220 -0.1 0.0 0.0
C 3.81141 0.42964 1.75680 0.0 0.0 0.0
C 4.84413 0.62440 0.84587 0.0 0.0 0.0
C 4.53527 0.85575 -0.48108 0.0 0.0 0.0
C 3.20309 0.83788 -0.86045 0.0 0.0 0.0
N 2.21373 0.61973 0.00346 0.0 -0.1 0.0
H 2.44176 0.20390 3.85877 0.0 0.0 0.0
H 1.88448 0.40091 6.11439 0.0 0.0 0.0
H 0.14031 0.62312 7.84486 0.0 0.0 0.0
H -2.24584 0.72905 7.19063 0.0 0.0 0.0
H -2.87738 0.62723 4.80759 0.0 0.0 0.0
H 4.05635 0.27453 2.79786 0.0 0.0 0.0
H 5.87303 0.60918 1.18004 0.0 0.0 0.0
H 5.30637 1.03960 -1.21584 0.0 0.0 0.0
H 2.91830 0.99947 -1.89276 0.0 0.0 0.0
Br 0.68483 -4.10473 -6.51908 0.0 -0.1 0.0
C 0.54492 -2.68515 -5.31150 0.0 0.0 0.0
C 1.32352 -1.54710 -5.49026 0.0 0.0 0.0
C 1.22955 -0.50471 -4.58533 0.1 0.0 0.0
C 0.36277 -0.60043 -3.50115 0.0 0.1 0.0
C -0.41623 -1.73638 -3.32674 -0.1 0.0 -0.1
C -0.33096 -2.77620 -4.23638 0.0 0.0 0.0
N 0.29210 0.46690 -2.53643 0.0 -0.1 0.0
C 0.31721 1.67804 -2.94326 -0.1 0.1 0.0
C 0.24441 2.78368 -1.98167 0.0 -0.1 0.0
C 0.26325 4.10626 -2.37598 0.0 0.0 0.0
C 0.15532 5.08805 -1.39535 0.0 0.0 0.0
C 0.02910 4.70319 -0.07230 0.0 0.0 0.0
C 0.01408 3.34914 0.23993 0.0 0.0 -0.1
N 0.12311 2.41318 -0.69744 0.0 0.1 0.0
H 2.00467 -1.48154 -6.32740 0.0 0.0 0.0
H 1.87913 0.35392 -4.71033 0.0 0.0 0.0
H -1.11742 -1.79973 -2.50623 0.0 0.0 0.0
H -0.94156 -3.66021 -4.11260 0.0 0.0 0.0
H 0.34905 1.91739 -4.00343 0.0 0.0 0.0
H 0.35834 4.36419 -3.42256 0.0 0.0 0.0
H 0.16672 6.13537 -1.66640 0.0 0.0 0.0
H -0.05699 5.43640 0.71749 0.0 0.0 0.0
H -0.09161 3.00431 1.26113 0.0 0.0 0.0
C -4.42055 -2.03263 0.27023 0.0 0.1 0.0
N -4.51878 -0.62853 0.66844 0.0 0.0 0.1
C -5.51580 -0.11801 1.46974 0.0 -0.1 0.0
C -5.30338 1.21236 1.57206 0.1 0.0 0.0
N -4.18025 1.49803 0.82807 0.0 0.0 0.1
C -3.61991 2.83297 0.64095 -0.1 -0.1 0.0
C -3.69864 0.36513 0.29169 -0.2 0.1 0.0
Se -2.35358 0.26307 -1.01933 0.0 -0.2 -0.2
H -5.34225 -2.52873 0.55825 0.0 0.0 0.0
H -3.58341 -2.50514 0.77509 0.0 0.0 0.0
H -4.29332 -2.09941 -0.80691 0.0 0.0 0.0
H -6.29043 -0.73769 1.88664 0.0 0.0 0.0
H -5.85596 1.97308 2.09510 0.0 0.0 0.0
H -4.30870 3.55252 1.07335 0.0 0.0 0.0
H -3.50271 3.03271 -0.42143 0.0 0.0 0.0
H -2.65672 2.89917 1.14336 0.0 0.0 0.0
Se -0.50520 -2.71022 0.83634 0.0 0.0 0.1
N 0.54294 -1.72514 -0.27256 -0.2 -0.1 -0.1
C 1.35933 -2.56923 -0.90578 0.1 0.1 -0.1
C 2.35281 -2.24618 -1.87680 0.0 0.0 0.1
C 3.06908 -3.25257 -2.43603 0.0 -0.1 0.0
C 2.88191 -4.63314 -2.08175 0.0 0.1 0.0
C 1.96688 -4.99141 -1.15798 0.0 0.0 0.0
C 1.17536 -3.96356 -0.54568 0.0 0.0 0.0
N 0.24762 -4.21086 0.35227 0.0 0.0 0.0
H 2.51016 -1.22628 -2.18646 0.0 0.0 0.0
H 3.81277 -3.01414 -3.18622 0.0 0.0 0.0
H 3.49169 -5.38402 -2.56505 0.0 0.0 0.0
H 1.80856 -6.01910 -0.86182 0.0 0.0 0.0
```
Positions in Å, forces in eV/Å.

Charge: +3
Electronic energy in eV: -314118.7121
Relative energy (zero: lowest compared OMol25 entry of this formula, charge and spin) in kJ/mol: 2.1

Mulliken population analysis, charges in e, atoms 1 to 8: 0.3582, -0.0193, -0.5112, -0.7505, -0.6641, -0.8294, -0.5739, 0.9212

***

2.
This record from OMol25 describes a structure of composition C35H30BrN2P2Tc in a non-equilibrium geometry. The level of theory is ωB97M-V/def2-TZVPD.

Structure (XYZ):
```
71
Properties=species:S:1:pos:R:3:forces:R:3
Tc 1.10675 -0.29512 -1.33889 0.6 0.3 0.5
N -1.96635 -0.20282 -2.08999 0.4 0.3 0.2
P -0.98955 -1.40672 -1.38019 -2.1 -1.6 -0.3
C -1.15125 -2.84962 -2.49149 0.8 0.5 0.3
C -0.03075 -3.30882 -3.17869 -0.1 0.1 -0.1
C -0.15215 -4.38502 -4.04149 0.2 0.0 -0.1
C -1.38175 -4.99482 -4.22869 0.1 -0.1 0.0
C -2.50005 -4.53142 -3.55259 0.0 0.2 0.2
C -2.38965 -3.47352 -2.66219 -0.1 0.1 0.1
C -1.71805 -1.89832 0.20011 0.7 0.3 -0.4
C -0.92575 -2.78742 0.93141 0.0 0.1 0.0
C -1.41585 -3.32952 2.10251 0.0 -0.1 -0.1
C -2.69445 -2.99772 2.52831 0.0 0.0 0.1
C -3.47865 -2.11522 1.80091 -0.1 0.0 -0.2
C -2.99275 -1.54682 0.63331 0.0 0.2 0.0
C -1.37505 0.94688 -2.55319 -0.5 0.0 -0.1
C -2.08815 1.93368 -3.23819 0.3 -0.1 0.1
C -1.42085 3.05768 -3.67269 0.0 -0.3 0.1
C -0.04825 3.17888 -3.43259 0.3 -0.2 0.2
C 0.58485 2.17878 -2.73849 0.3 0.9 -0.4
N -0.05875 1.08498 -2.28589 -0.6 -0.1 -0.3
H -2.90645 -0.39842 -2.41879 0.1 -0.1 0.1
H 0.92985 -2.83162 -3.03909 0.1 -0.1 0.0
H 0.71635 -4.74682 -4.56769 0.1 -0.1 -0.1
H -1.46895 -5.85332 -4.87989 0.0 0.0 -0.1
H -3.45765 -5.00462 -3.70529 -0.1 0.0 0.1
H -3.26115 -3.15862 -2.10179 0.0 0.0 0.0
H 0.05945 -3.05892 0.57341 0.1 -0.1 0.0
H -0.82175 -4.03892 2.65571 0.1 0.0 0.1
H -3.08735 -3.43552 3.43291 0.0 -0.1 0.1
H -4.48495 -1.88832 2.12111 0.0 0.1 0.1
H -3.60945 -0.85042 0.08171 0.0 0.0 -0.1
H -3.14035 1.79688 -3.42319 -0.2 0.0 0.0
H -1.95285 3.83058 -4.20389 -0.1 0.1 -0.1
H 0.50955 4.02858 -3.78999 0.1 0.1 0.0
H 1.65375 2.21878 -2.53159 -0.1 0.1 0.0
C 0.78135 -1.29412 4.84081 -0.1 0.1 -0.1
C 1.70445 -1.77052 3.92191 0.0 0.0 -0.2
C 1.78555 -1.20572 2.65951 0.1 -0.2 0.0
C 0.98275 -0.11412 2.32251 -0.1 -0.2 -0.7
C 0.00145 0.31238 3.22271 0.0 0.1 0.0
C -0.08175 -0.27352 4.47541 -0.1 0.2 0.0
P 1.22305 0.86138 0.80051 0.4 0.6 1.8
C 0.11065 2.28138 0.97631 -0.1 -0.3 -0.5
C -1.18105 2.17968 0.46041 0.2 -0.1 0.0
C -2.08365 3.21218 0.62771 -0.1 0.0 0.0
C -1.71335 4.34468 1.34081 0.1 -0.1 0.0
C -0.45275 4.41988 1.91691 0.0 0.0 0.0
C 0.46535 3.39878 1.73651 0.2 -0.2 -0.1
C 2.93135 1.49578 0.68181 -0.6 -0.4 -0.5
C 4.04275 0.74598 1.08061 0.2 -0.2 0.2
C 5.31965 1.25608 0.92861 -0.3 -0.2 0.0
C 5.49755 2.52358 0.39071 0.0 0.1 -0.1
C 4.40005 3.28078 0.00661 0.0 0.1 -0.1
C 3.12315 2.76098 0.11001 -0.1 0.1 -0.1
H 0.72095 -1.73172 5.82671 0.0 0.0 0.1
H 2.35895 -2.58332 4.19051 0.1 -0.1 0.0
H 2.46425 -1.63822 1.94051 0.1 0.0 0.0
H -0.67785 1.11088 2.96371 0.0 0.0 0.1
H -0.81005 0.10048 5.18011 -0.1 0.0 0.0
H -1.46915 1.27388 -0.05199 -0.2 0.0 0.0
H -3.07715 3.13708 0.21471 -0.1 0.0 0.0
H -2.40845 5.16108 1.46311 -0.1 0.0 0.0
H -0.17925 5.27698 2.51421 0.0 0.1 0.0
H 1.44205 3.46478 2.19281 0.1 0.0 0.0
H 3.91915 -0.21912 1.54771 0.0 0.0 0.0
H 6.17345 0.66728 1.22811 0.0 0.0 0.1
H 6.49385 2.91508 0.26051 0.1 0.1 0.0
H 4.53705 4.28028 -0.37849 0.0 0.0 -0.1
H 2.27305 3.34808 -0.20979 0.0 0.1 0.0
Br 2.79095 -1.84662 -0.89779 0.0 -0.3 0.0
```
Positions in Å, forces in eV/Å.

Multiplicity: 4
⟨S²⟩: 3.83
Charge: +3
Electronic energy in eV: -130555.7746
Relative energy (zero: lowest compared OMol25 entry of this formula, charge and spin) in kJ/mol: 51.5

Mulliken population analysis, charges in e, atoms 1 to 8: -0.5763, 0.1775, 1.0012, 1.1240, -0.1446, -0.8588, -0.5470, -0.7886

***

3.
This record from OMol25 describes a structure of composition C35H30Cl2N3O8OsS. The level of theory is ωB97M-V/def2-TZVPD.

Structure (XYZ):
```
80
Properties=species:S:1:pos:R:3:forces:R:3
Os -0.82624 0.18967 0.29510 0.1 0.0 -0.1
Cl -3.28703 -4.40146 5.27850 0.0 0.0 0.0
C -2.87513 -3.47626 3.88005 0.0 0.0 0.0
C -3.73206 -3.47490 2.77570 0.0 0.0 0.0
C -3.41445 -2.74819 1.65141 0.0 0.0 0.0
C -2.24825 -1.98186 1.60737 0.1 0.1 0.0
O -2.00098 -1.31462 0.47524 -0.1 -0.2 0.1
C -1.37898 -1.98564 2.71460 0.0 0.0 0.0
C -0.10939 -1.32588 2.72779 -0.1 0.0 0.0
N 0.32477 -0.48090 1.85173 0.0 -0.1 0.1
C 1.65513 0.03423 1.92162 0.0 0.0 0.0
C 2.58580 -0.18469 2.90150 0.0 0.0 0.0
C 3.86620 0.39915 2.79997 0.0 0.0 0.0
C 4.20855 1.18755 1.73786 0.0 0.0 0.0
C 3.26457 1.44094 0.71675 0.0 0.0 0.0
C 3.51046 2.24484 -0.42097 0.0 0.0 0.0
C 2.52305 2.43335 -1.34644 0.0 0.0 0.0
C 1.26993 1.83106 -1.14713 0.0 0.0 0.0
N 1.02645 1.07136 -0.10307 0.0 0.0 0.0
C 1.99367 0.85996 0.83055 0.0 0.0 0.0
C -1.70959 -2.75781 3.84520 0.0 0.0 0.0
H -4.64498 -4.05357 2.81258 0.0 0.0 0.0
H -4.06277 -2.74325 0.78612 0.0 0.0 0.0
H 0.54944 -1.59778 3.54615 0.0 0.0 0.0
H 2.37107 -0.79898 3.76427 0.0 0.0 0.0
H 4.58524 0.20949 3.58474 0.0 0.0 0.0
H 5.19668 1.62247 1.66695 0.0 0.0 0.0
H 4.48196 2.70655 -0.54447 0.0 0.0 0.0
H 2.67807 3.04552 -2.22292 0.0 0.0 0.0
H 0.45069 1.99012 -1.83919 0.0 0.0 0.0
H -1.03713 -2.77959 4.69332 0.0 0.0 0.0
C -0.86664 6.66837 -2.32213 0.0 0.0 0.0
C -2.00738 5.79718 -1.87597 0.0 0.0 0.0
C -3.06944 6.32151 -1.14473 0.0 0.0 0.0
C -4.12378 5.51726 -0.73255 0.0 0.0 0.0
C -4.11070 4.17176 -1.06315 0.0 0.0 0.0
C -3.07248 3.62693 -1.80651 0.1 0.0 -0.1
C -2.02787 4.43988 -2.20296 0.0 0.0 0.0
S -5.38277 3.10370 -0.46992 0.0 0.0 0.1
O -6.39019 3.93694 0.10871 0.0 0.0 0.0
O -5.67115 2.12276 -1.47335 0.0 0.0 0.0
N -4.70226 2.24445 0.75236 0.0 0.0 0.0
C -4.18197 2.86582 1.95587 -0.1 0.0 0.0
C -2.71667 3.32134 1.83755 0.1 0.0 0.0
C -1.89066 2.18044 1.36329 0.1 0.1 0.0
O -1.11991 2.25067 0.35058 -0.2 -0.1 0.1
O -1.94121 1.01834 1.87306 0.1 0.1 -0.1
H -1.02583 7.70672 -2.03607 0.0 0.0 0.0
H -0.74894 6.62669 -3.40603 0.0 0.0 0.0
H 0.07272 6.33703 -1.87509 0.0 0.0 0.0
H -3.07854 7.37693 -0.90152 0.0 0.0 0.0
H -4.95526 5.92117 -0.17092 0.0 0.0 0.0
H -3.07968 2.57808 -2.07463 0.0 0.0 0.0
H -1.22273 4.01805 -2.79461 0.0 0.0 0.0
H -4.33094 1.35201 0.45803 0.0 0.0 0.0
H -4.27476 2.14781 2.77001 0.0 0.0 0.0
H -4.81746 3.71611 2.19946 0.0 0.0 0.0
H -2.34587 3.64331 2.81428 0.0 0.0 0.0
H -2.58977 4.14424 1.13518 0.0 0.0 0.0
C -4.26462 1.82702 -4.84605 0.0 0.0 0.0
C -2.79854 2.12215 -4.96694 0.0 0.0 0.0
C -2.33612 3.32889 -5.46516 0.0 0.0 0.0
C -0.97506 3.59314 -5.54748 0.0 0.0 0.0
Cl -0.44178 5.12269 -6.17386 0.0 0.0 0.0
C -0.04815 2.66588 -5.12222 0.0 0.0 0.0
C -0.49247 1.44301 -4.62379 0.0 0.0 0.0
C -1.85100 1.17337 -4.56721 0.0 0.0 0.0
O -2.37426 -0.03118 -4.15589 0.0 0.1 0.0
C -1.53490 -0.89980 -3.45847 0.0 -0.1 0.0
C -1.22676 -0.39098 -2.07817 0.0 0.1 0.0
O -0.22036 -0.82726 -1.42107 0.0 0.1 0.0
O -1.94242 0.46380 -1.49013 0.0 -0.1 0.0
H -4.85418 2.67001 -5.20085 0.0 0.0 0.0
H -4.54344 1.63050 -3.80849 0.0 0.0 0.0
H -4.53349 0.94296 -5.42515 0.0 0.0 0.0
H -3.04520 4.08143 -5.78467 0.0 0.0 0.0
H 1.00976 2.87732 -5.19899 0.0 0.0 0.0
H 0.24220 0.70555 -4.32812 0.0 0.0 0.0
H -0.60026 -1.12996 -3.97498 0.0 0.0 0.0
H -2.07657 -1.84050 -3.34064 0.0 0.0 0.0
```
Positions in Å, forces in eV/Å.

Charge: +1
Electronic energy in eV: -95976.6743
Relative energy (zero: lowest compared OMol25 entry of this formula, charge and spin) in kJ/mol: 0.0

Mulliken population analysis, charges in e, atoms 1 to 8: 1.7778, -0.1935, 0.0013, -0.6469, -0.6646, 0.2481, -0.1926, 0.2618

***

4.
This record from OMol25 describes a structure of composition C35H31AsF3N2O4OsS5Te in a non-equilibrium geometry. The level of theory is ωB97M-V/def2-TZVPD.

Structure (XYZ):
```
83
Properties=species:S:1:pos:R:3:forces:R:3
Os 2.93731 -0.80936 0.73347 2.2 0.2 -1.4
S 2.34001 4.64336 -2.22571 -0.5 -0.3 0.5
As 1.30470 3.68156 -0.65916 0.5 0.9 -0.5
S 2.97469 1.57951 0.09653 0.0 0.6 -0.3
S 1.29521 0.44931 -0.21020 -0.5 0.0 0.1
S 2.02675 4.61036 1.18649 0.0 -0.4 -0.2
C 6.88206 -0.37100 2.46568 -2.2 -2.2 1.0
C 7.56475 0.05773 1.33303 1.8 0.9 -0.9
C 7.07959 -0.24638 0.08510 -0.6 0.2 -1.0
C 5.77705 -0.71171 -0.06671 0.5 -0.8 -0.6
N 5.08364 -1.18229 1.05715 -1.2 0.6 0.2
C 5.65636 -1.04457 2.27288 1.3 0.6 1.4
C 5.06354 -0.96117 -1.31848 0.9 -0.1 1.1
C 5.61751 -1.11975 -2.57290 1.1 -0.3 -0.9
C 4.78391 -1.37572 -3.67476 1.4 0.2 -0.1
C 3.47419 -1.64620 -3.47845 -1.8 -0.8 1.1
C 2.95517 -1.72223 -2.13847 -1.1 -0.8 -2.2
C 3.71047 -1.25711 -1.12610 -0.5 0.4 0.8
H 7.38918 -0.48244 3.42859 -0.4 0.4 -0.2
H 8.45483 0.69415 1.42022 -0.1 -0.6 0.0
H 7.65845 -0.10731 -0.83697 -0.2 0.5 0.5
H 5.11220 -1.49374 3.14460 0.6 0.5 -1.1
H 6.72025 -1.21172 -2.69894 -0.9 0.5 0.1
H 5.17789 -1.45278 -4.69481 0.1 0.1 0.4
H 2.84955 -1.88694 -4.33224 -0.1 -0.1 0.1
H 1.96777 -2.22487 -1.93508 0.9 1.0 -0.4
C -7.24197 3.24526 -4.26750 -1.8 0.1 0.7
C -6.09439 2.72681 -3.51454 0.0 0.1 1.9
C -4.82838 2.77292 -4.04077 0.2 -0.5 -0.8
C -3.76190 2.10385 -3.44422 0.6 0.5 0.1
C -2.52221 1.99178 -4.33634 0.4 0.2 -0.1
C -3.90614 1.59236 -2.12299 -0.7 -0.4 -1.3
Te -2.33265 0.46384 -1.29433 0.2 0.7 1.1
N 2.33877 -2.48214 0.88958 -1.8 -3.2 0.7
C 1.97354 -3.71887 1.38317 1.1 2.3 -0.4
O 2.77847 -4.42458 1.98366 -0.8 -0.6 0.0
C 0.51355 -4.04262 1.18606 -1.8 -1.4 0.7
C -0.25795 -3.74945 0.03856 2.1 0.4 0.3
C -1.50346 -4.30956 -0.11823 -0.5 0.0 -0.5
C -2.15900 -4.92234 0.92895 -1.1 -1.8 0.1
C -1.48820 -5.23622 2.11742 1.7 1.3 -1.1
C -0.14757 -4.83474 2.18600 0.1 0.9 -1.4
C -2.25307 1.79319 0.45931 -0.2 -0.2 -1.1
C -2.52049 3.13400 0.19591 -0.2 0.9 0.2
C -2.61215 4.01852 1.28048 0.0 0.7 -0.7
C -2.25861 3.64237 2.56603 -0.7 -1.8 -0.4
C -2.04968 2.29428 2.82372 0.2 -0.8 -2.0
C -2.05214 1.33951 1.75307 0.9 0.0 1.0
C -1.58825 -0.10019 2.01799 -0.5 0.7 -1.4
C -5.18575 1.62984 -1.51697 -0.5 1.1 -0.9
C -5.51790 1.04142 -0.17581 0.6 -1.2 -1.3
C -6.27066 2.26257 -2.20892 1.7 -1.2 -0.1
H -8.07066 3.57318 -3.55483 0.9 -0.5 -1.0
H -7.62863 2.48861 -4.97625 0.0 0.5 0.3
H -6.90549 4.11402 -4.78032 -0.1 0.8 -0.8
H -4.70518 3.24252 -5.03018 0.1 -0.4 0.4
H -2.34406 2.89196 -4.95614 -0.4 -0.2 0.5
H -2.62941 1.18361 -5.06987 -0.2 -0.1 0.2
H -1.57123 1.80987 -3.83009 -0.3 0.0 0.3
H 0.22147 -3.14255 -0.74750 -0.3 -0.5 0.3
H -1.94051 -4.40842 -1.11690 -0.1 0.7 0.4
H -3.15585 -5.35936 0.68834 0.7 0.4 0.5
H -1.79572 -5.80513 2.96630 -0.9 -0.3 0.1
H 0.42432 -5.16818 3.00666 0.7 -0.1 0.9
H -2.63202 3.55287 -0.83164 -0.1 -0.6 0.9
H -2.97011 5.04512 1.11541 0.5 -0.4 -0.1
H -2.23272 4.30950 3.38211 -0.1 0.9 0.6
H -1.81817 1.90168 3.78622 0.2 0.0 0.7
H -1.81567 -0.36814 3.03940 0.3 -0.3 0.2
H -0.50600 -0.17007 1.76316 -0.7 0.0 0.6
H -2.12307 -0.76029 1.30191 0.2 0.1 0.6
H -5.15834 -0.03850 -0.16631 -0.9 1.1 0.1
H -6.59191 1.20172 -0.11874 0.0 -0.6 0.8
H -4.97236 1.52401 0.60417 0.2 0.5 0.7
H -7.26002 2.24561 -1.76581 0.0 0.1 0.0
F 3.30084 -2.11092 4.82532 -2.1 -0.3 0.4
C 1.99635 -1.61055 4.90924 2.2 0.8 -1.8
F 1.11254 -2.40114 4.27237 0.8 0.3 1.2
F 1.72027 -1.44390 6.20791 -0.3 -0.4 -1.0
S 2.21508 0.03766 3.94372 0.0 0.6 -2.1
O 2.93548 0.83614 4.90015 0.0 -0.5 -0.4
O 0.89804 0.50096 3.53630 1.0 -0.8 0.6
O 3.09385 -0.31244 2.67183 -2.0 0.9 5.0
```
Positions in Å, forces in eV/Å.

Multiplicity: 6
⟨S²⟩: 8.82
Charge: -2
Electronic energy in eV: -180893.5375
Relative energy (zero: lowest compared OMol25 entry of this formula, charge and spin) in kJ/mol: 0.0

Mulliken population analysis, charges in e, atoms 1 to 8: 1.9353, -0.5050, 0.1937, -0.3821, 0.0956, -0.3494, -0.9612, -0.4437